[1]
Computed, not measured: a cluster of 2 separate species, C4H14Cl2Si3 in total, with ωB97M-V/def2-TZVPD.

LUMO energy   -0.2 eV
Energy   -53052.9571 eV
Kohn-Sham gap   8.35 eV
Relative energy (zero: lowest compared OMol25 entry of this formula, charge and spin)   23.8 kcal per mole
Strongest force on any atom   4.332 eV/Å

The geometry in ORCA input format:
```
! wB97M-V def2-TZVPD RIJCOSX def2/J DEFGRID3
* xyz 0 1
C 1.871 0.257 -0.922
Si 0.530 -0.353 0.156
H 3.844 -1.564 -1.511
H 3.324 -1.296 1.736
H 4.800 0.583 -1.477
H 5.141 -1.045 1.332
H -3.210 0.498 1.627
H -3.690 -1.514 0.604
C -4.979 0.827 -0.012
H -1.525 -0.220 -1.684
Si 3.727 -0.370 -0.742
H -4.702 1.852 0.177
H -5.639 0.616 0.705
Si -3.407 -0.196 0.365
H 1.927 1.342 -0.881
Cl 0.681 -2.290 0.773
C 4.110 -0.728 1.039
C -1.945 0.257 -0.793
H -1.707 1.318 -0.933
H 4.069 0.292 1.509
H -5.570 0.730 -0.919
H 1.641 0.133 -1.951
Cl 0.710 0.870 1.801
*
```

Löwdin population analysis, charges in e, atoms 1 to 2: atom 1 (C): -0.5055, atom 2 (Si): -0.1691



[2]
Computed, not measured: a structure of composition C37H37AuCl3N4O4PS2, with ωB97M-V/def2-TZVPD.

LUMO energy   -5.7 eV
Energy   -125327.2381 eV
Kohn-Sham gap   6.88 eV
Relative energy (zero: lowest compared OMol25 entry of this formula, charge and spin)   0.0 kcal per mole
Strongest force on any atom   0.506 eV/Å

The geometry in ORCA input format:
```
! wB97M-V def2-TZVPD RIJCOSX def2/J DEFGRID3
* xyz 2 1
H -0.026 3.932 3.878
C -3.620 3.461 2.620
H 3.934 4.726 2.475
C -0.524 -5.729 -2.255
C -4.587 4.419 2.871
H 1.027 -3.120 -2.493
Cl 2.265 -3.977 -4.628
Cl -4.001 -3.828 -2.151
H 5.085 -0.281 2.217
C -1.908 2.013 -2.343
C -1.512 1.992 0.011
H 2.245 4.819 4.273
O -1.565 1.333 2.487
H 4.011 0.741 -0.277
H 4.813 0.841 3.351
O -0.994 -0.985 1.726
H -3.043 -3.137 -6.145
H 1.700 1.206 4.568
H 1.527 -1.095 -3.981
C -3.101 6.152 2.080
C -1.140 -6.671 -3.019
C 0.842 -1.079 -3.136
N 1.574 -0.564 -1.977
H -0.088 -3.651 -0.529
C 3.117 0.314 -0.694
H 0.838 -4.763 -6.931
C -2.075 0.725 0.068
N 4.448 -0.025 2.964
C 2.853 -0.063 -1.974
C 0.734 3.851 3.109
H 3.453 -0.023 -2.866
C 1.104 -0.487 -0.724
H -5.544 4.122 3.278
H -3.022 -0.903 -0.983
H 3.815 0.301 5.558
H 1.777 -1.731 4.499
H 5.455 -1.242 4.398
C -0.242 -3.015 -4.220
C -2.382 3.864 2.110
C 1.389 3.199 0.860
C -2.487 0.750 -2.261
C -4.328 5.756 2.598
N 1.434 0.310 4.165
H 3.383 3.724 0.288
C 2.644 3.742 1.077
C 2.950 4.307 2.308
C -0.997 -3.454 -1.108
O -3.341 -0.332 2.147
C -1.427 2.652 -1.208
N 2.011 0.040 0.079
P -1.198 2.644 1.642
C 2.002 4.359 3.325
H -2.910 7.196 1.874
H 4.107 -1.997 3.561
H -1.156 5.515 1.444
S -2.788 -6.302 -3.290
C 0.432 3.264 1.874
C -2.653 -4.872 -2.367
O -0.782 -2.297 -1.938
H 3.778 -1.382 5.994
H 0.023 -0.395 -3.367
H 0.425 0.246 4.273
C 0.250 -2.463 -2.900
H 0.517 -5.784 -1.968
C -1.553 -2.804 -4.632
H -2.231 -2.283 -3.968
H -0.716 -7.571 -3.433
H -1.789 -3.160 -0.418
C -2.017 -3.290 -5.841
H -1.853 2.515 -3.299
C -1.151 -3.999 -6.662
C -2.119 5.209 1.834
H 0.135 -0.846 -0.434
C 2.042 -0.789 4.980
C 4.450 -1.060 4.006
C -1.397 -4.669 -1.876
S -2.049 -0.038 1.652
H -5.089 6.499 2.794
C 0.165 -4.213 -6.289
C 3.548 -0.692 5.178
H 1.567 -0.775 5.962
C -2.581 0.083 -1.047
H -1.025 3.655 -1.273
Cl -1.717 -4.626 -8.165
H 1.155 2.732 -0.088
C 0.603 -3.713 -5.075
H -2.878 0.279 -3.154
H -3.821 2.418 2.828
Au 1.803 0.273 2.105
*
```

Löwdin population analysis, charges in e, atoms 1 to 2: atom 1 (H): 0.1252, atom 2 (C): -0.0407



[3]
Computed, not measured: an isolated molecule of BrH2NOS2, with ωB97M-V/def2-TZVPD.

LUMO energy   -2.0 eV
Energy   -95279.4250 eV
Kohn-Sham gap   7.88 eV
Relative energy (zero: lowest compared OMol25 entry of this formula, charge and spin)   34.8 kcal per mole
SMILES   O=[S@@H](=S)NBr
Strongest force on any atom   3.240 eV/Å

The geometry in ORCA input format:
```
! wB97M-V def2-TZVPD RIJCOSX def2/J DEFGRID3
* xyz 0 1
H -0.293 -1.647 0.833
Br 2.294 -1.121 0.414
H -0.283 0.449 -1.686
N 0.223 -0.674 0.694
S -0.447 0.537 -0.286
S 0.366 2.136 0.209
O -1.859 0.318 -0.178
*
```

Löwdin population analysis, charges in e, atoms 1 to 2: atom 1 (H): 0.0954, atom 2 (Br): 0.4528